This record from the OMol25 dataset describes a cluster of 2 separate species, CH4O2S2 in total at a distorted geometry. The level of theory is ωB97M-V/def2-TZVPD.

Results
E_LUMO ... 0.0163 hartree
Kohn-Sham gap ... 9.74 eV
HOMO level ... -9.3 eV
ΔE to the lowest compared entry with this formula, charge and spin ... 7.4 kcal per mole
Spin multiplicity ... 1
Net charge ... 0
E ... -26866.8248 eV
Largest force on an atom ... 0.025 hartree/bohr

Each atom is followed by the atoms it is bonded to, with distances in Å.
CARTESIAN COORDINATES (ANGSTROEM)
1 S -2.492 0.302 0.338  S2 2.021, H3 1.343
2 S -1.030 -0.358 -0.892  S1 2.021, H4 1.353
3 H -3.126 -0.822 0.709  S1 1.343
4 H -0.042 -0.730 -0.047  S2 1.353
5 O 2.651 0.630 -0.654  C6 1.181
6 C 2.772 -0.131 0.240  O5 1.181, O7 1.353, H8 1.099
7 O 1.989 -0.078 1.342  C6 1.353, H9 0.946
8 H 3.412 -1.023 0.227  C6 1.099
9 H 2.438 -0.230 2.161  O7 0.946